Entry 1:
88
Properties=species:S:1:pos:R:3:mulliken_charge:R:1 method="wB97M-V/def2-TZVPD" spin_multiplicity=1 relative_energy_kcal_mol=25.3 largest_force_ev_per_a=0.98 homo_ev=-2.949 total_charge=-2
Cs 2.661 0.998 -2.623 1.23
C -0.307 -2.934 -4.621 -1.41
C 0.245 -3.583 -3.357 0.12
C -0.304 -5.005 -3.192 -1.48
C -0.026 -2.777 -2.107 0.17
C -1.264 -2.221 -1.839 -0.12
C -1.511 -1.509 -0.671 0.48
C -2.950 -1.069 -0.428 1.04
C -3.796 -2.258 0.047 -1.59
C -3.618 -0.462 -1.666 -1.79
C -0.478 -1.327 0.273 0.62
C 0.755 -1.967 0.056 0.33
C 0.960 -2.643 -1.144 -0.61
C 1.877 -2.117 1.073 1.03
C 2.212 -0.871 1.873 -1.99
C 1.634 -3.312 1.999 -1.77
C -0.839 -0.684 1.594 0.04
C -1.403 -1.585 2.505 -0.74
C -1.940 -1.196 3.719 -1.54
C -1.943 0.149 4.043 -1.22
C -1.351 1.050 3.173 -0.78
C -0.745 0.679 1.967 1.41
P 0.144 1.974 0.941 0.26
C -1.226 3.162 0.427 2.63
C -1.855 4.056 1.493 -1.77
C -0.697 4.018 -0.733 -1.99
C -2.319 2.273 -0.162 -2.03
C 1.229 2.908 2.208 2.72
C 1.603 4.267 1.601 -1.99
C 0.715 3.167 3.629 -2.13
C 2.544 2.128 2.342 -2.36
H 0.005 -3.510 -5.499 0.50
H 0.022 -1.899 -4.717 0.13
H -1.399 -2.915 -4.614 0.21
H 1.333 -3.652 -3.450 0.47
H -1.391 -4.977 -3.075 0.25
H 0.115 -5.496 -2.310 0.32
H -0.073 -5.614 -4.071 0.45
H -2.057 -2.316 -2.571 0.12
H -2.954 -0.329 0.369 -0.39
H -3.770 -3.055 -0.701 0.29
H -4.839 -1.956 0.187 0.45
H -3.432 -2.669 0.988 0.30
H -3.944 -1.242 -2.358 0.46
H -2.957 0.191 -2.230 0.23
H -4.506 0.105 -1.371 0.45
H 1.939 -3.079 -1.323 0.34
H 2.762 -2.358 0.481 -0.13
H 1.508 -0.712 2.695 0.51
H 2.201 0.009 1.231 0.18
H 3.220 -0.950 2.286 0.49
H 0.808 -3.122 2.688 0.32
H 2.530 -3.507 2.595 0.44
H 1.402 -4.214 1.427 0.35
H -1.425 -2.629 2.219 0.97
H -2.370 -1.935 4.385 0.32
H -2.387 0.503 4.966 0.36
H -1.359 2.093 3.449 0.64
H -1.136 4.744 1.944 0.26
H -2.327 3.474 2.285 0.23
H -2.641 4.662 1.027 0.52
H 0.097 4.702 -0.462 0.42
H -1.534 4.602 -1.134 0.54
H -0.297 3.391 -1.530 0.35
H -2.840 1.718 0.617 0.35
H -1.910 1.563 -0.886 -0.02
H -3.050 2.898 -0.686 0.69
H 0.765 4.968 1.608 0.34
H 1.988 4.181 0.584 0.26
H 2.394 4.699 2.226 0.56
H -0.220 3.731 3.649 0.23
H 1.467 3.766 4.154 0.56
H 0.582 2.242 4.195 0.43
H 2.996 1.922 1.371 0.45
H 2.417 1.186 2.873 0.46
H 3.247 2.742 2.916 0.59
O 4.124 -2.617 -1.817 -0.67
Cl 5.075 -1.729 -1.182 1.76
O 6.233 -1.573 -2.023 -0.74
O 5.461 -2.262 0.101 -0.70
O 4.435 -0.435 -0.988 -0.71
O -1.437 0.388 -4.835 -0.75
C -0.679 0.564 -3.867 0.17
O 0.460 0.084 -3.651 -0.51
H -1.056 1.248 -3.055 0.13
O 4.120 3.100 -3.484 -0.74
S 3.782 4.028 -2.366 0.12
N 2.494 3.937 -1.677 -0.40

Entry 2:
87
Properties=species:S:1:pos:R:3:mulliken_charge:R:1 method="wB97M-V/def2-TZVPD" spin_multiplicity=5 relative_energy_kcal_mol=7.1 largest_force_ev_per_a=0.35 homo_ev="-13.155 / -14.101" total_charge=+2
Pt -0.721 0.328 1.271 2.05
C -0.530 -2.815 1.915 -1.18
N -1.091 -3.099 0.612 0.46
C -1.449 -4.481 0.285 -0.70
C -2.172 -4.331 -1.047 -0.62
N -2.520 -2.907 -1.078 0.06
C -2.878 -2.325 -2.368 -1.05
C -1.867 -2.246 -0.092 0.12
N -1.999 -0.962 0.189 -0.24
C -3.098 -0.177 -0.385 -0.68
C -3.503 0.888 0.614 -1.14
N -2.313 1.685 0.924 -0.12
C -2.370 2.892 1.481 0.30
N -1.325 3.743 1.433 0.18
C -0.003 3.440 0.937 -0.86
C -1.557 4.885 2.312 -0.67
C -3.075 4.882 2.399 -0.67
N -3.389 3.472 2.149 -0.01
C -4.767 3.032 2.297 -0.92
H -0.123 -3.741 2.313 0.43
H -1.274 -2.426 2.615 0.43
H 0.297 -2.103 1.834 0.05
H -2.101 -4.889 1.062 0.42
H -0.558 -5.101 0.210 0.44
H -3.064 -4.952 -1.118 0.43
H -1.513 -4.559 -1.887 0.19
H -2.669 -3.065 -3.138 0.39
H -2.270 -1.447 -2.580 0.32
H -3.934 -2.065 -2.427 0.34
H -3.961 -0.816 -0.576 0.62
H -2.798 0.304 -1.320 0.17
H -3.905 0.390 1.501 0.28
H -4.280 1.511 0.174 0.56
H -0.077 2.803 0.059 0.13
H 0.618 2.945 1.691 0.34
H 0.476 4.374 0.647 0.42
H -1.161 5.797 1.870 0.34
H -1.082 4.726 3.285 0.32
H -3.529 5.513 1.630 0.34
H -3.450 5.185 3.374 0.42
H -5.205 3.606 3.112 0.34
H -4.821 1.985 2.575 0.35
H -5.355 3.213 1.396 0.33
C 3.872 1.722 -0.084 -1.32
C 3.819 0.223 -0.039 1.43
C 3.580 -0.348 1.328 -1.44
C 4.803 -0.497 -0.913 -1.33
Si 1.814 -0.147 -1.119 -2.04
O 0.900 0.455 0.014 0.70
C 2.082 0.875 -2.618 1.12
C 2.786 0.356 -3.711 -0.44
C 2.994 1.129 -4.842 -0.75
C 2.502 2.427 -4.895 -0.63
C 1.800 2.955 -3.817 -0.72
C 1.598 2.185 -2.684 -0.17
C 1.657 -1.960 -1.498 1.18
C 0.922 -2.265 -2.652 -0.57
C 0.721 -3.582 -3.044 -0.99
C 1.256 -4.619 -2.294 -0.52
C 1.977 -4.336 -1.141 -1.00
C 2.170 -3.021 -0.748 0.06
H 4.774 2.021 0.466 0.54
H 3.020 2.176 0.421 0.09
H 3.959 2.111 -1.096 0.34
H 4.513 -0.205 1.891 0.52
H 3.385 -1.417 1.326 0.28
H 2.789 0.176 1.860 0.20
H 5.787 -0.398 -0.433 0.49
H 4.879 -0.052 -1.904 0.38
H 4.603 -1.565 -1.001 0.30
H 3.169 -0.658 -3.686 0.47
H 3.540 0.721 -5.682 0.44
H 2.666 3.029 -5.778 0.41
H 1.417 3.965 -3.862 0.48
H 1.059 2.604 -1.841 0.00
H 0.526 -1.468 -3.271 0.64
H 0.172 -3.795 -3.953 0.50
H 1.127 -5.644 -2.615 0.45
H 2.410 -5.141 -0.561 0.49
H 2.749 -2.837 0.146 0.09
C -0.424 0.075 5.575 -0.77
O -0.884 -0.077 4.198 -0.27
C -0.093 0.424 3.274 0.24
O 0.953 0.997 3.449 -0.48
H -1.192 -0.387 6.183 0.27
H -0.320 1.132 5.808 0.32
H 0.530 -0.431 5.696 0.31